## P
Entry from the OMol25 dataset: a molecular structure, C30H75F4KN2O28P5S4 (ωB97M-V with the def2-TZVPD basis set).

Geometry as ORCA input:
```
! RIJCOSX wB97M-V def2-TZVPD def2/J DEFGRID3
* xyz -1 1
K 1.738 -1.901 -3.001
N 1.074 -0.137 -1.155
S 2.038 0.634 -0.297
O 3.073 -0.108 0.351
O 1.754 1.996 0.169
F 2.816 1.030 -1.631
S -0.248 0.243 -0.131
O -1.047 1.325 -0.671
O -0.175 0.005 1.327
F -1.069 -1.077 -0.666
N -0.550 -1.642 -4.481
S -1.661 -2.728 -3.788
O -2.049 -3.893 -4.592
O -2.629 -2.221 -2.784
F -0.583 -3.384 -2.754
S -1.288 -1.459 -5.748
O -2.554 -0.773 -5.681
O -1.079 -2.372 -6.870
F -0.432 -0.202 -6.295
C 0.706 -4.099 2.837
C 1.562 -3.867 1.553
O 2.797 -4.596 1.408
P 3.830 -4.012 0.299
O 3.214 -3.406 -0.920
O 4.822 -3.017 1.161
C 5.852 -2.379 0.492
C 6.840 -1.820 1.551
O 4.733 -5.304 -0.044
C 4.191 -6.312 -0.886
C 4.838 -7.606 -0.496
H -0.094 -3.359 2.818
H 0.155 -5.039 2.870
H 1.247 -3.956 3.772
H 0.923 -4.200 0.735
H 1.727 -2.798 1.417
H 6.323 -3.097 -0.179
H 5.414 -1.532 -0.035
H 6.257 -1.051 2.057
H 6.990 -2.483 2.404
H 7.751 -1.391 1.134
H 3.127 -6.482 -0.722
H 4.345 -6.209 -1.960
H 4.665 -7.962 0.519
H 4.634 -8.387 -1.229
H 5.905 -7.396 -0.561
C -7.293 -6.127 5.098
C -7.644 -4.794 4.524
O -6.566 -4.311 3.779
P -6.401 -2.725 3.429
O -7.703 -1.976 3.214
O -5.525 -2.101 4.622
C -6.091 -1.586 5.868
C -6.690 -0.176 5.593
O -5.391 -2.892 2.178
C -5.746 -2.077 1.015
C -4.594 -1.207 0.636
H -7.277 -6.984 4.425
H -6.288 -6.055 5.514
H -7.935 -6.333 5.954
H -8.565 -4.877 3.948
H -7.758 -4.128 5.380
H -6.830 -2.217 6.363
H -5.157 -1.437 6.410
H -7.756 -0.059 5.397
H -6.458 0.431 6.468
H -6.189 0.349 4.779
H -6.033 -2.743 0.200
H -6.608 -1.419 1.121
H -3.662 -1.707 0.372
H -4.876 -0.679 -0.275
H -4.475 -0.536 1.487
C 1.323 2.725 -7.614
C 2.548 1.844 -7.813
O 3.499 2.077 -6.768
P 3.837 0.902 -5.720
O 2.697 0.399 -4.858
O 5.159 1.425 -4.921
C 6.043 0.431 -4.376
C 5.580 -0.148 -3.017
O 4.490 -0.230 -6.695
C 3.820 -1.480 -7.004
C 4.225 -1.774 -8.381
H 0.403 2.241 -7.943
H 1.237 2.967 -6.555
H 1.396 3.669 -8.155
H 2.322 0.804 -8.048
H 2.946 2.175 -8.772
H 6.075 -0.445 -5.023
H 7.027 0.836 -4.138
H 4.597 -0.595 -3.163
H 6.171 -1.019 -2.735
H 5.460 0.699 -2.341
H 4.146 -2.324 -6.396
H 2.741 -1.339 -6.936
H 5.306 -1.861 -8.493
H 3.833 -2.765 -8.610
H 3.888 -1.068 -9.140
C -1.327 5.173 -0.149
C -0.403 4.308 -1.048
O 0.422 5.304 -1.768
P 1.510 4.893 -2.959
O 1.410 3.475 -3.411
O 2.907 5.287 -2.227
C 3.752 4.293 -1.639
C 5.162 4.772 -2.021
O 1.280 6.066 -4.065
C 2.030 6.212 -5.231
C 1.600 7.461 -5.967
H -1.842 6.006 -0.628
H -2.136 4.646 0.357
H -0.793 5.702 0.641
H 0.171 3.645 -0.400
H -1.007 3.646 -1.669
H 3.505 4.037 -0.609
H 3.709 3.369 -2.216
H 5.929 4.028 -1.801
H 5.297 4.761 -3.103
H 5.326 5.778 -1.635
H 3.058 6.315 -4.885
H 1.915 5.378 -5.923
H 0.566 7.407 -6.307
H 1.541 8.272 -5.241
H 2.369 7.755 -6.681
C -1.957 4.771 5.283
C -2.006 4.161 6.703
O -2.508 2.863 6.819
P -4.110 2.315 6.667
O -5.152 3.273 7.116
O -4.136 1.966 5.123
C -3.305 0.884 4.638
C -2.932 0.980 3.203
O -4.078 0.840 7.370
C -3.596 0.822 8.686
C -4.166 -0.333 9.443
H -1.042 5.343 5.129
H -2.114 3.951 4.581
H -2.774 5.447 5.031
H -0.998 4.161 7.118
H -2.508 4.837 7.395
H -2.462 0.627 5.279
H -3.764 -0.103 4.697
H -2.776 0.087 2.597
H -3.641 1.532 2.587
H -2.010 1.530 3.012
H -2.507 0.855 8.730
H -3.761 1.692 9.321
H -3.667 -1.265 9.178
H -3.904 -0.067 10.468
H -5.220 -0.511 9.232
*
```

HOMO energy: -7.518 eV
Lowest unoccupied orbital energy: 0.054 Eh

These are the Mulliken partial charges, in e, on atoms 1 to 8:
1. K 1.15
2. N 0.45
3. S 0.44
4. O -0.63
5. O -0.58
6. F -0.20
7. S 0.67
8. O -0.53



## Q
Entry from the OMol25 dataset: a molecular structure, C30H75F4KN2O28P5S4 (ωB97M-V with the def2-TZVPD basis set).

Geometry as ORCA input:
```
! RIJCOSX wB97M-V def2-TZVPD def2/J DEFGRID3
* xyz -1 1
K -10.440 2.977 -3.599
N -7.888 5.041 -2.356
S -8.614 5.318 -1.001
O -9.015 6.645 -0.679
O -8.229 4.422 0.043
F -10.101 4.698 -1.407
S -6.858 6.372 -2.333
O -6.074 6.555 -1.163
O -7.323 7.436 -3.122
F -5.832 5.685 -3.352
N -11.646 5.037 -4.863
S -12.048 6.601 -4.440
O -13.403 6.951 -4.213
O -11.178 7.546 -5.032
F -11.472 6.524 -2.977
S -12.746 4.863 -5.971
O -12.645 5.771 -7.067
O -14.049 4.538 -5.486
F -12.253 3.456 -6.579
C -8.301 11.634 -4.357
C -8.463 10.289 -5.016
O -7.651 10.192 -6.220
P -7.692 8.972 -7.205
O -7.664 7.640 -6.608
O -8.962 9.261 -8.140
C -9.984 8.249 -8.320
C -9.552 7.178 -9.312
O -6.464 9.393 -8.120
C -6.265 8.673 -9.351
C -4.909 9.123 -9.899
H -7.249 11.905 -4.302
H -8.778 12.387 -5.001
H -8.849 11.736 -3.425
H -8.065 9.536 -4.326
H -9.482 9.947 -5.203
H -10.380 7.894 -7.366
H -10.827 8.772 -8.798
H -10.353 6.469 -9.525
H -9.241 7.637 -10.251
H -8.716 6.623 -8.876
H -6.211 7.599 -9.150
H -7.067 8.900 -10.054
H -5.058 9.964 -10.593
H -4.280 9.560 -9.130
H -4.434 8.379 -10.539
C -13.857 16.664 -2.611
C -13.182 15.331 -2.296
O -13.276 14.530 -3.482
P -12.717 13.061 -3.504
O -11.318 12.898 -3.139
O -13.742 12.363 -2.501
C -13.509 11.053 -1.972
C -14.788 10.523 -1.338
O -13.155 12.610 -4.951
C -12.700 11.336 -5.501
C -11.475 11.621 -6.323
H -14.929 16.506 -2.684
H -13.679 17.392 -1.818
H -13.386 17.037 -3.520
H -12.143 15.425 -1.983
H -13.787 14.867 -1.510
H -13.158 10.400 -2.767
H -12.711 11.019 -1.221
H -15.522 10.506 -2.144
H -14.609 9.563 -0.867
H -15.114 11.263 -0.604
H -12.559 10.554 -4.758
H -13.524 10.981 -6.117
H -10.711 12.067 -5.680
H -10.975 10.700 -6.625
H -11.668 12.355 -7.101
C -6.946 1.229 -11.150
C -8.167 0.687 -10.446
O -9.160 0.307 -11.400
P -10.613 -0.231 -11.029
O -10.545 -1.441 -10.224
O -11.302 -0.369 -12.420
C -11.331 0.729 -13.370
C -11.258 0.231 -14.807
O -11.354 1.007 -10.385
C -11.334 1.239 -8.989
C -12.452 0.481 -8.298
H -7.099 2.285 -11.406
H -5.984 1.192 -10.646
H -6.843 0.779 -12.141
H -7.879 -0.142 -9.777
H -8.562 1.390 -9.697
H -12.282 1.239 -13.196
H -10.496 1.411 -13.196
H -12.064 -0.481 -14.965
H -11.429 1.110 -15.435
H -10.237 -0.073 -15.029
H -10.425 1.056 -8.408
H -11.528 2.301 -8.832
H -12.292 -0.602 -8.354
H -12.485 0.673 -7.224
H -13.401 0.645 -8.804
C -15.688 1.841 -7.256
C -16.199 2.428 -8.547
O -15.107 2.808 -9.428
P -15.167 2.409 -10.946
O -14.073 2.904 -11.768
O -16.634 2.795 -11.396
C -17.072 4.165 -11.438
C -18.553 4.221 -11.656
O -15.266 0.826 -10.824
C -15.219 0.021 -11.998
C -15.288 -1.450 -11.703
H -15.028 0.995 -7.420
H -15.200 2.634 -6.684
H -16.538 1.477 -6.674
H -16.802 1.679 -9.068
H -16.835 3.303 -8.408
H -16.843 4.596 -10.456
H -16.497 4.721 -12.181
H -19.020 3.879 -12.580
H -19.060 3.709 -10.831
H -18.925 5.249 -11.572
H -16.011 0.361 -12.678
H -14.295 0.164 -12.574
H -14.406 -1.714 -11.111
H -16.199 -1.777 -11.201
H -15.167 -2.105 -12.569
C -13.334 7.631 -10.746
C -13.977 7.268 -9.407
O -15.341 7.727 -9.440
P -16.250 7.332 -8.205
O -16.331 5.893 -7.970
O -15.641 8.201 -7.039
C -15.912 7.873 -5.674
C -17.374 8.038 -5.267
O -17.616 8.059 -8.549
C -18.469 7.379 -9.502
C -18.727 8.298 -10.669
H -12.403 7.067 -10.840
H -13.957 7.391 -11.608
H -13.047 8.683 -10.839
H -13.998 6.180 -9.465
H -13.352 7.684 -8.624
H -15.709 6.819 -5.464
H -15.271 8.440 -5.008
H -18.009 7.326 -5.801
H -17.444 7.758 -4.215
H -17.749 9.050 -5.430
H -18.072 6.404 -9.786
H -19.395 7.189 -8.953
H -19.471 7.824 -11.315
H -19.162 9.257 -10.384
H -17.790 8.525 -11.176
*
```

HOMO energy: -7.277 eV
Lowest unoccupied orbital energy: 0.036 Eh

These are the Mulliken partial charges, in e, on atoms 1 to 8:
1. K 0.94
2. N -0.31
3. S 1.23
4. O -0.54
5. O -0.67
6. F -0.34
7. S 0.85
8. O -0.58



Most stable = Q



## P
Entry from the OMol25 dataset: a molecular structure, C3H2Br2O (ωB97M-V with the def2-TZVPD basis set).

Geometry as ORCA input:
```
! RIJCOSX wB97M-V def2-TZVPD def2/J DEFGRID3
* xyz 0 1
C -1.720 0.119 1.287
C -0.600 0.135 0.862
C 0.605 -0.058 -0.348
O 0.110 0.085 -1.562
Br 1.951 1.350 0.131
Br 1.442 -1.827 0.001
H -2.593 0.168 1.866
H 0.807 0.028 -2.237
*
```

HOMO energy: -10.295 eV
Lowest unoccupied orbital energy: 0.003 Eh

Charges obtained by natural (NBO) population analysis, quoted in units of e:
1. C -0.20
2. C -0.06
3. C 0.16
4. O -0.68
5. Br 0.01
6. Br 0.03
7. H 0.24
8. H 0.51



## Q
Entry from the OMol25 dataset: a molecular structure, C3H2Br2O (ωB97M-V with the def2-TZVPD basis set).

Geometry as ORCA input:
```
! RIJCOSX wB97M-V def2-TZVPD def2/J DEFGRID3
* xyz 0 1
C -1.119 -0.563 0.167
C -0.140 -0.730 0.874
C 1.114 -0.645 1.540
O 2.233 0.085 0.597
Br 0.838 0.460 3.151
Br 1.970 -2.304 2.032
H -1.859 -0.066 -0.420
H 1.905 0.926 0.209
*
```

HOMO energy: -10.409 eV
Lowest unoccupied orbital energy: 0.008 Eh

Charges obtained by natural (NBO) population analysis, quoted in units of e:
1. C -0.12
2. C -0.14
3. C 0.04
4. O -0.72
5. Br 0.08
6. Br 0.14
7. H 0.25
8. H 0.48



Most stable = P



## P
Entry from the OMol25 dataset: a molecular structure, C2H6Cl3N2 (ωB97M-V with the def2-TZVPD basis set).

Geometry as ORCA input:
```
! RIJCOSX wB97M-V def2-TZVPD def2/J DEFGRID3
* xyz 1 1
C -0.181 -0.213 -0.609
C -2.609 -0.129 0.073
N 0.142 -1.372 -0.023
N -0.001 1.012 0.087
Cl -2.669 1.561 0.712
Cl -3.513 -0.290 -1.326
Cl -2.774 -1.367 1.190
H -0.234 -0.239 -1.676
H 0.457 -1.217 0.959
H 0.640 -2.143 -0.527
H 0.316 1.869 -0.510
H 0.410 0.846 1.014
H -1.000 1.389 0.394
*
```

HOMO energy (spin up / spin down): -11.932 / -12.083 eV
Lowest unoccupied orbital energy (spin up / spin down): -0.163 / -0.156 Eh

These are the natural (NBO) partial charges, in e, on atoms 1 to 8:
1. C 0.21
2. C -0.39
3. N -0.75
4. N -0.77
5. Cl 0.07
6. Cl 0.11
7. Cl 0.13
8. H 0.24



## Q
Entry from the OMol25 dataset: 3 unconnected molecules or ions with the total composition C2H6Cl3N2 (ωB97M-V with the def2-TZVPD basis set).

Geometry as ORCA input:
```
! RIJCOSX wB97M-V def2-TZVPD def2/J DEFGRID3
* xyz 1 1
C -0.540 0.048 0.220
C 1.124 -1.292 2.951
N -1.815 0.087 0.009
N 0.326 0.966 0.018
Cl 2.964 -0.717 0.674
Cl 0.961 -0.092 4.105
Cl 1.548 -2.803 3.488
H -0.134 -0.896 0.729
H -2.332 0.869 -0.147
H -2.331 -0.671 0.531
H 1.285 1.018 0.105
H 0.007 1.698 -0.545
H 3.510 -0.031 -0.458
*
```

HOMO energy: -12.541 eV
Lowest unoccupied orbital energy: -0.155 Eh

These are the natural (NBO) partial charges, in e, on atoms 1 to 8:
1. C 0.40
2. C -0.26
3. N -0.70
4. N -0.68
5. Cl -0.30
6. Cl 0.12
7. Cl 0.16
8. H 0.26



Most stable = Q